# 1
The following is a DFT calculation (ωB97M-V/def2-TZVPD) of a 2-piece molecular cluster, C6H10O overall.

- ΔE to the lowest compared entry with this formula, charge and spin: 47.8 kcal per mole
- SMILES: C=CC1CC1.C=O
- Gap between HOMO and LUMO: 10.31 eV
- DFT total energy: -8429.169 eV

ORCA input file:
```
! RIJCOSX wB97M-V def2-TZVPD def2/J DEFGRID3
* xyz 0 1
C 1.49625 -1.02533 -0.58332
C 0.25043 -0.76701 -0.18655
C -0.63336 0.25223 -0.79131
C -2.07375 -0.12548 -1.03033
C -1.74296 0.90451 0.00202
H 1.96679 -0.46233 -1.38726
H 2.10224 -1.77784 -0.08743
H -0.17415 -1.33381 0.64557
H -0.15903 0.87671 -1.54618
H -2.53294 0.18489 -1.96264
H -2.37721 -1.10982 -0.68279
H -1.97042 1.94299 -0.22414
H -1.86268 0.63904 1.04981
C 1.92797 0.44927 1.69611
O 2.38922 -0.35679 2.46365
H 2.53187 0.95772 0.91713
H 0.86172 0.75104 1.70764
*
```

***

# 2
The following is a DFT calculation (ωB97M-V/def2-TZVPD) of one molecule with the formula C6H10O.

- ΔE to the lowest compared entry with this formula, charge and spin: 27.9 kcal per mole
- SMILES: C[C@H]1C[C@H]1CC=O
- Gap between HOMO and LUMO: 10.49 eV
- DFT total energy: -8430.032 eV

ORCA input file:
```
! RIJCOSX wB97M-V def2-TZVPD def2/J DEFGRID3
* xyz 0 1
C -1.62941 -0.36260 0.51599
C -1.07619 0.79652 -0.28998
C 0.07769 1.62576 0.18246
C 0.33870 0.59604 -0.87712
C 0.97671 -0.76007 -0.64638
C 1.71303 -1.05589 0.62797
O 1.49602 -0.53956 1.70032
H -1.36492 -0.33310 1.57764
H -1.18960 -1.29787 0.13098
H -2.70832 -0.48688 0.39564
H -1.78056 1.26910 -0.97375
H 0.10979 2.66353 -0.13915
H 0.46531 1.43764 1.17576
H 0.46996 0.97047 -1.89145
H 1.54116 -1.10820 -1.51577
H 0.14760 -1.49918 -0.52749
H 2.41302 -1.91572 0.55433
*
```

***

# 3
The following is a DFT calculation (ωB97M-V/def2-TZVPD) of one molecule with the formula C6H10O.

- ΔE to the lowest compared entry with this formula, charge and spin: 98.5 kcal per mole
- Gap between HOMO and LUMO: 8.31 eV
- DFT total energy: -8426.968 eV

ORCA input file:
```
! RIJCOSX wB97M-V def2-TZVPD def2/J DEFGRID3
* xyz 0 1
C -0.99777 -1.93417 -0.30656
C 0.18552 -1.40141 0.40008
C 1.44315 0.68375 -1.10568
C 0.94123 1.02764 0.28488
O -0.15818 1.94875 0.26207
C -1.07856 0.98360 0.79099
C 0.05065 -0.05265 0.98187
H -1.14862 -2.98788 -0.04310
H -0.66466 -1.98091 -1.35848
H -1.95269 -1.38898 -0.26622
H 2.04751 -0.22833 -1.06998
H 2.04902 1.49679 -1.51617
H 0.59342 0.52079 -1.77948
H 1.75866 1.40367 0.91158
H -1.86157 0.72555 0.06566
H -1.55393 1.33961 1.71316
H 0.34682 -0.15583 2.03538
*
```

***

# 4
The following is a DFT calculation (ωB97M-V/def2-TZVPD) of C6H10O as an isolated structure.

- ΔE to the lowest compared entry with this formula, charge and spin: 44.0 kcal per mole
- Gap between HOMO and LUMO: 10.16 eV
- DFT total energy: -8429.331 eV

ORCA input file:
```
! RIJCOSX wB97M-V def2-TZVPD def2/J DEFGRID3
* xyz 0 1
C -1.37914 -1.71603 -0.60562
C -0.13772 -1.29456 0.17277
C -0.27398 0.08368 0.79701
O 0.90340 0.42933 1.57574
C 1.09637 1.59200 0.78287
C 1.26564 1.29739 -0.66895
C -0.11036 1.33253 -0.07365
H -1.59174 -1.01442 -1.42071
H -2.25913 -1.75374 0.04621
H -1.24861 -2.70943 -1.04726
H 0.74173 -1.31457 -0.48040
H 0.06854 -2.00357 0.98412
H -1.18292 0.13275 1.41257
H 1.72409 2.39433 1.13463
H 1.50837 2.18704 -1.24779
H 1.79018 0.38835 -0.93517
H -0.91471 1.96891 -0.42637
*
```

***

# 5
The following is a DFT calculation (ωB97M-V/def2-TZVPD) of one molecule with the formula C6H10O.

- ΔE to the lowest compared entry with this formula, charge and spin: 26.4 kcal per mole
- SMILES: CC1=CC[C@H]1CO
- Gap between HOMO and LUMO: 10.42 eV
- DFT total energy: -8430.096 eV

ORCA input file:
```
! RIJCOSX wB97M-V def2-TZVPD def2/J DEFGRID3
* xyz 0 1
C 1.97093 0.35478 -0.76667
C 0.68282 -0.32023 -0.44338
C 0.30452 -1.54955 -0.06849
C -1.17613 -1.22666 -0.06488
C -0.73398 0.22956 -0.41915
C -1.00000 1.27500 0.66216
O -0.40623 0.95829 1.90480
H 2.83021 -0.26278 -0.48966
H 2.03583 0.56726 -1.84089
H 2.04611 1.31290 -0.23988
H 0.85174 -2.46964 0.12473
H -1.71406 -1.33199 0.88592
H -1.75773 -1.72154 -0.85085
H -1.11823 0.59693 -1.37954
H -2.08772 1.39245 0.78852
H -0.59948 2.24605 0.33969
H -0.12119 0.03279 1.87441
*
```

***

# 6
The following is a DFT calculation (ωB97M-V/def2-TZVPD) of one molecule with the formula C6H10O.

- ΔE to the lowest compared entry with this formula, charge and spin: 34.9 kcal per mole
- SMILES: C[C@H]1C[C@H]2OC[C@@H]12
- Gap between HOMO and LUMO: 10.51 eV
- DFT total energy: -8429.729 eV

ORCA input file:
```
! RIJCOSX wB97M-V def2-TZVPD def2/J DEFGRID3
* xyz 0 1
C -1.55760 0.56670 1.02378
C -0.79884 -0.45668 0.19662
C -0.57013 -0.05806 -1.28214
C 0.90223 -0.49200 -1.16551
O 1.77836 0.61880 -0.93066
C 1.68962 0.43083 0.49312
C 0.72149 -0.74984 0.34831
H -1.80085 0.22379 2.03452
H -2.50248 0.77919 0.50765
H -1.01311 1.51543 1.09569
H -1.32072 -1.41974 0.24921
H -1.20585 -0.57268 -2.00761
H -0.63405 1.02213 -1.44971
H 1.31005 -1.20688 -1.88641
H 1.32535 1.32484 1.01568
H 2.66667 0.15100 0.90864
H 1.00986 -1.67681 0.84881
*
```

***

# 7
The following is a DFT calculation (ωB97M-V/def2-TZVPD) of C6H10O as an isolated structure.

- ΔE to the lowest compared entry with this formula, charge and spin: 128.3 kcal per mole
- Gap between HOMO and LUMO: 7.85 eV
- DFT total energy: -8425.675 eV

ORCA input file:
```
! RIJCOSX wB97M-V def2-TZVPD def2/J DEFGRID3
* xyz 0 1
C -2.19555 -0.72660 0.23132
C -0.29304 -0.30154 -0.39928
O -0.68481 -0.71771 1.06893
C 0.03076 1.19195 -0.32643
C 1.48566 1.24329 0.11098
C 2.06189 0.05277 -0.05170
C 1.07254 -0.95427 -0.61445
H -2.75454 -0.75953 1.18422
H -2.27216 -1.67404 -0.28761
H -2.55629 0.10168 -0.37510
H -0.53919 0.01612 1.69959
H -0.08423 1.65238 -1.31996
H -0.65738 1.74441 0.33110
H 1.98598 2.14485 0.45686
H 3.10785 -0.16849 0.15035
H 1.12298 -1.93980 -0.13968
H 1.25608 -1.10982 -1.68792
*
```

***

# 8
The following is a DFT calculation (ωB97M-V/def2-TZVPD) of one molecule with the formula C6H10O.

- ΔE to the lowest compared entry with this formula, charge and spin: 42.5 kcal per mole
- SMILES: C=C1CC(CO)C1
- Gap between HOMO and LUMO: 9.59 eV
- DFT total energy: -8429.398 eV

ORCA input file:
```
! RIJCOSX wB97M-V def2-TZVPD def2/J DEFGRID3
* xyz 0 1
C 2.34625 0.09989 0.06956
C 1.05739 0.12105 -0.21755
C -0.01621 1.19822 -0.19907
C -1.04785 0.11241 -0.62089
C -1.62667 -0.42897 0.66764
O -0.40636 -0.70214 1.43704
C 0.13769 -0.82469 -0.97028
H 2.95832 -0.76558 -0.16947
H 2.83196 0.94006 0.55583
H 0.21853 1.88829 -1.00739
H -0.23821 1.77485 0.71103
H -1.75561 0.36749 -1.41915
H -2.34933 0.29597 1.11908
H -2.17260 -1.37923 0.57164
H -0.38414 -0.05019 2.13185
H 0.03957 -1.86553 -0.63859
H 0.40728 -0.78189 -2.02127
*
```

***

# 9
The following is a DFT calculation (ωB97M-V/def2-TZVPD) of C6H10O as an isolated structure.

- ΔE to the lowest compared entry with this formula, charge and spin: 122.6 kcal per mole
- Gap between HOMO and LUMO: 8.52 eV
- DFT total energy: -8425.924 eV

ORCA input file:
```
! RIJCOSX wB97M-V def2-TZVPD def2/J DEFGRID3
* xyz 0 1
C -1.86123 0.63196 0.73994
C -0.46762 0.18829 0.40349
C 0.68425 1.18277 0.22178
C 1.17387 0.35834 -0.99685
C -0.03909 -0.61193 -0.85607
C 0.06770 -1.76027 0.13340
O -0.08315 -0.95491 1.22198
H -1.88452 1.08422 1.73763
H -2.21221 1.36884 0.01167
H -2.53836 -0.22788 0.73335
H 0.32815 2.18396 -0.04517
H 1.35936 1.26087 1.07749
H 2.14589 -0.12662 -0.88477
H 1.16055 0.92107 -1.93480
H -0.66121 -0.76895 -1.73973
H 1.83881 -2.14841 0.02832
H 0.98883 -2.58136 0.14835
*
```

***

# 10
The following is a DFT calculation (ωB97M-V/def2-TZVPD) of one molecule with the formula C6H10O.

- ΔE to the lowest compared entry with this formula, charge and spin: 28.0 kcal per mole
- SMILES: C=CCCCC=O
- Gap between HOMO and LUMO: 10.50 eV
- DFT total energy: -8430.026 eV

ORCA input file:
```
! RIJCOSX wB97M-V def2-TZVPD def2/J DEFGRID3
* xyz 0 1
C -0.25752 2.15460 0.04714
C 0.07985 1.47506 -1.05846
C 0.64933 0.09764 -1.16274
C -0.22219 -1.04390 -0.65016
C -0.74088 -0.94629 0.82440
C 0.42912 -1.09564 1.72834
O 0.85041 -2.13737 2.13806
H 0.13913 1.83410 1.00625
H -0.95276 2.98834 0.07482
H -0.09943 2.00560 -2.00178
H 1.55163 0.09476 -0.52861
H 0.94527 -0.14371 -2.18237
H -1.12519 -1.23410 -1.24758
H 0.29577 -2.01331 -0.66893
H -1.35827 -1.83634 1.02506
H -1.28173 -0.01098 0.94861
H 1.09745 -0.18844 1.70795
*
```

***

Please write out number 8 again, unchanged.
The following is a DFT calculation (ωB97M-V/def2-TZVPD) of one molecule with the formula C6H10O.

- ΔE to the lowest compared entry with this formula, charge and spin: 42.5 kcal per mole
- SMILES: C=C1CC(CO)C1
- Gap between HOMO and LUMO: 9.59 eV
- DFT total energy: -8429.398 eV

ORCA input file:
```
! RIJCOSX wB97M-V def2-TZVPD def2/J DEFGRID3
* xyz 0 1
C 2.34625 0.09989 0.06956
C 1.05739 0.12105 -0.21755
C -0.01621 1.19822 -0.19907
C -1.04785 0.11241 -0.62089
C -1.62667 -0.42897 0.66764
O -0.40636 -0.70214 1.43704
C 0.13769 -0.82469 -0.97028
H 2.95832 -0.76558 -0.16947
H 2.83196 0.94006 0.55583
H 0.21853 1.88829 -1.00739
H -0.23821 1.77485 0.71103
H -1.75561 0.36749 -1.41915
H -2.34933 0.29597 1.11908
H -2.17260 -1.37923 0.57164
H -0.38414 -0.05019 2.13185
H 0.03957 -1.86553 -0.63859
H 0.40728 -0.78189 -2.02127
*
```

***

> Which of these has the highest ΔE to the lowest compared entry with this formula, charge and spin?

number 7

***

> What is the gap between HOMO and LUMO in the fourth record?

10.16 eV

***

> What is the DFT total energy in the sixth record?

-8429.729 eV